Entry 1:
{"formula": "H80O40", "method": "ωB97M-V/def2-TZVPD", "charge": 0, "orbital_gap_ev": 9.92, "e_above_lowest_ev": 16.458, "symbols": ["H", "H", "O", "H", "H", "O", "H", "H", "O", "H", "H", "O", "H", "H", "O", "H", "O", "H", "O", "H", "H", "O", "H", "H", "O", "H", "H", "O", "H", "H", "O", "H", "O", "H", "H", "O", "H", "H", "O", "H", "H", "O", "H", "H", "O", "H", "H", "O", "H", "H", "O", "H", "O", "H", "H", "O", "H", "O", "H", "H", "O", "H", "H", "O", "H", "H", "O", "H", "H", "O", "H", "H", "O", "H", "H", "O", "H", "H", "O", "H", "H", "O", "H", "H", "O", "H", "H", "O", "H", "O", "H", "H", "O", "H", "H", "H", "H", "H", "H", "O", "H", "H", "O", "H", "H", "O", "H", "H", "O", "H", "H", "O", "H", "H", "O", "H", "H", "O", "H", "H"], "xyz": [[2.67458, 2.03864, 1.57858], [1.78283, 2.94897, 1.01746], [2.13625, 2.77854, 1.91040], [3.76678, 0.25064, -5.44874], [3.64609, -0.94899, -4.46356], [3.67165, -0.06137, -4.59719], [-3.84782, 0.87842, 2.45287], [-3.33980, 1.94054, 3.39572], [-2.98430, 0.98684, 2.84887], [-5.17734, 2.59173, -0.72021], [-5.44536, 3.95432, -0.46427], [-5.40403, 3.22386, -0.02068], [1.81616, 1.88372, -5.96035], [0.39322, 1.42512, -6.34357], [1.29939, 1.09026, -6.33184], [-1.14676, 5.83078, -1.35384], [-0.32890, 6.04294, -1.63335], [2.41910, -0.71948, 2.83976], [3.21869, -1.35617, 2.82220], [-1.59467, -1.51164, 3.66123], [-2.70081, -2.49030, 2.94768], [-2.01085, -2.47411, 3.69732], [3.68941, 1.01336, 0.34635], [4.10503, -0.15789, 1.15321], [3.25259, 0.36919, 0.78965], [2.92289, -3.66382, 4.30741], [1.72470, -4.64944, 4.00976], [2.31167, -4.28819, 4.81338], [2.39108, -4.22048, -2.20346], [2.71895, -3.75544, -0.55800], [2.25868, -4.52772, -1.16965], [-2.09834, 2.21543, 0.96523], [-1.29785, 2.75819, 0.93851], [0.80384, -6.06513, 1.16510], [0.28558, -6.86658, 0.08144], [0.05213, -6.66191, 0.95494], [-3.24844, 3.49800, -2.56309], [-3.91619, 5.04145, -2.37451], [-3.32736, 4.46957, -2.87980], [0.71367, 1.19520, -0.44274], [-0.08197, 0.42988, -1.62438], [0.75627, 0.83244, -1.36574], [6.55534, 0.53505, 1.21658], [5.95149, 1.82341, 1.16926], [5.81004, 0.98590, 0.89712], [-2.43112, -0.75275, -0.16793], [-1.24328, -0.25882, 0.87114], [-1.48267, -0.38532, -0.13988], [3.67236, 1.04659, -2.56446], [5.09478, 1.78661, -2.52563], [4.14884, 1.79810, -2.05687], [-0.74146, -2.84469, -0.47107], [0.09855, -2.94846, 0.04194], [4.89259, -3.08674, -0.72279], [4.33299, -1.72130, -1.25829], [4.08974, -2.65738, -1.14741], [-0.83346, 0.22083, 5.34926], [-0.04924, 0.46110, 4.96878], [-4.28072, -3.10456, -0.50633], [-3.08033, -3.68872, -0.77548], [-3.46013, -3.00594, -0.17579], [-2.83620, 1.58772, -0.99527], [-4.38348, 1.10990, -0.93158], [-3.80072, 1.66539, -1.42378], [-5.78228, 0.65889, -3.17140], [-4.79785, -0.38797, -3.21457], [-4.88147, 0.52163, -3.36362], [0.52316, -3.11972, -3.64941], [0.88025, -2.33454, -4.78478], [0.15009, -2.89922, -4.59128], [3.07745, -4.73524, 0.91071], [2.97365, -3.38232, 1.37681], [3.72526, -4.02879, 1.12256], [-1.14694, -1.69561, -3.84964], [-1.62926, -2.50875, -2.73407], [-1.54399, -1.63390, -3.03590], [1.73386, -1.86535, 6.19093], [0.83548, -0.61295, 6.01843], [1.31075, -1.11368, 6.52964], [-2.84931, 2.27593, 4.91119], [-1.90026, 3.37482, 4.29836], [-2.71708, 3.10654, 4.55479], [2.90980, 1.57173, 4.36493], [4.61555, 1.96300, 4.32133], [3.82584, 1.58774, 4.05001], [0.17557, -3.14239, 2.00349], [1.13533, -2.85970, 3.32983], [1.02654, -3.31422, 2.50248], [-5.96928, -0.50888, 2.99924], [-5.23849, -0.63837, 2.47178], [-0.87605, -5.02254, -1.59473], [-1.96901, -5.80058, -0.58354], [-1.80583, -5.02267, -1.29715], [0.71120, -2.67496, -0.52775], [-0.34672, 5.39551, -2.39800], [0.38920, -0.13523, 4.29565], [2.98913, -1.91971, 2.09803], [-1.21905, 2.94156, 0.00670], [-5.60418, -0.15529, 1.73681], [-0.05555, 0.98122, 2.60417], [0.59756, 1.58117, 2.37480], [-0.80106, 1.57062, 2.77677], [-5.71684, 0.49529, 0.10646], [-5.48599, 1.42517, 0.26550], [-6.04640, 0.26433, -0.64778], [5.51706, -0.33744, -1.01105], [6.30839, -0.10695, -1.50805], [5.04401, 0.44456, -0.90973], [-0.93393, 2.32050, -2.75728], [-0.74210, 1.45597, -3.18583], [-0.02690, 2.47969, -2.32796], [0.05537, 5.21840, 1.55894], [0.86983, 5.75373, 1.83580], [0.27061, 4.33942, 1.81383], [0.39129, 3.44648, -4.88574], [-0.26755, 3.29367, -5.60320], [0.48516, 2.67566, -4.41632], [-1.85072, 2.21690, -5.69624], [-2.58317, 1.58755, -5.47281], [-2.14139, 3.15878, -5.26777]], "forces_ev_per_a": [[0.544, -0.594, 1.248], [-0.426, 0.890, 0.436], [-0.273, -0.269, -1.621], [0.153, 0.177, -2.864], [0.039, -3.857, -0.238], [-0.130, 3.643, 3.300], [-0.401, -1.256, -0.409], [2.261, -3.400, -2.290], [-1.559, 4.641, 2.212], [0.586, 0.808, -0.192], [-0.512, 7.214, -3.677], [-0.068, -6.831, 3.772], [-1.278, -1.671, -0.852], [0.029, -0.104, -0.098], [1.180, 1.601, 0.821], [-4.628, -0.584, 2.387], [3.847, -0.711, -3.298], [2.120, -1.291, -0.142], [-1.695, 1.725, 1.097], [-1.634, -2.913, -0.123], [1.566, 0.315, 1.677], [0.012, 2.750, -1.700], [1.873, 3.246, -2.583], [-3.167, 1.739, -0.704], [0.629, -4.619, 2.950], [-0.909, -1.197, 1.022], [1.821, 1.104, 2.667], [-0.724, 0.195, -3.592], [-0.056, -0.988, 4.402], [-1.042, -2.387, -3.044], [0.928, 2.908, -2.016], [0.125, -0.118, 0.544], [-0.448, -0.116, -0.051], [-0.910, -0.261, 0.298], [0.305, -0.831, -2.132], [0.534, 1.134, 1.732], [-0.685, 2.557, -0.211], [0.058, -0.786, 0.243], [0.721, -1.859, -0.055], [-0.499, -1.059, -1.250], [-0.150, -0.086, 1.069], [1.119, 0.685, 0.644], [1.520, -1.406, 0.503], [0.385, 4.609, 1.593], [-1.268, -2.132, -0.931], [2.131, 0.525, 0.310], [-0.752, -0.327, -2.820], [-1.600, -0.059, 2.598], [0.974, 1.751, 0.958], [-3.232, 0.180, 1.373], [2.018, -1.623, -2.472], [0.833, 0.023, 1.017], [-5.364, -1.675, 2.557], [-1.624, 0.878, -0.676], [0.298, -0.211, 0.181], [1.454, -0.275, 0.205], [-3.018, -1.811, 0.972], [4.186, 1.050, -1.357], [-5.177, 0.261, -1.079], [1.041, 0.336, 0.800], [4.211, -0.450, 0.364], [-3.133, -0.063, -1.346], [0.361, -1.394, 0.402], [4.418, 1.033, 0.685], [-1.854, 0.679, 0.027], [0.746, -2.282, 0.171], [0.669, 1.202, -0.942], [-1.579, 0.063, -2.212], [0.803, 1.106, -1.287], [1.227, -1.310, 3.138], [1.103, -0.311, 0.115], [1.825, -1.205, -0.156], [-3.065, 0.793, 0.751], [1.510, -0.444, -3.113], [-0.316, -1.702, 0.572], [-1.689, 2.397, 2.857], [0.462, -1.351, -1.195], [-3.770, 3.954, -4.808], [3.827, -3.061, 6.597], [0.858, -2.424, 1.518], [3.970, 0.427, -0.876], [-4.795, 2.123, -0.055], [1.383, 0.981, 0.916], [1.006, 1.478, 1.964], [-2.393, -2.423, -2.791], [1.342, 0.112, 1.078], [-0.681, 0.440, 0.472], [-0.453, -0.648, -1.663], [-2.336, -0.144, 2.955], [1.762, -0.203, -1.222], [-0.498, -0.410, 0.741], [1.223, 2.806, -2.472], [-0.656, -2.361, 1.761], [4.242, 1.790, -3.446], [0.771, 1.220, 0.746], [-1.937, 1.051, 1.034], [-0.282, -0.341, -0.594], [0.281, 0.484, -0.610], [0.355, -0.059, -1.544], [-1.938, -1.835, -0.194], [2.535, 1.885, -0.952], [-0.192, -0.556, 0.013], [3.394, 1.628, 7.660], [-1.085, -0.267, -0.130], [-3.310, -1.483, -7.025], [1.524, -3.278, -1.388], [-0.096, -0.102, 0.041], [-1.202, 2.254, 0.160], [1.780, -0.401, 0.567], [-0.641, 0.763, 0.267], [-1.879, -0.311, -0.616], [1.575, 2.404, 0.379], [-1.789, -1.151, -0.676], [0.163, -1.228, 0.403], [-0.158, 3.532, -2.877], [0.983, -0.086, 1.140], [-0.144, -2.747, 1.586], [-2.026, 2.368, 1.432], [0.809, 1.005, -0.207], [0.719, -3.587, -1.226]]}

***

Entry 2:
{"formula": "H8IO4", "method": "ωB97M-V/def2-TZVPD", "charge": -1, "orbital_gap_ev": 8.29, "e_above_lowest_ev": 0.813, "symbols": ["I", "O", "H", "H", "O", "H", "H", "O", "H", "H", "O", "H", "H"], "xyz": [[3.69200, 44.34100, 45.73500], [0.91900, 44.31200, 43.29300], [0.70800, 43.36400, 43.33500], [1.68700, 44.44600, 43.99300], [2.21000, 45.41100, 48.70600], [2.76200, 45.34900, 47.91900], [1.68200, 44.67300, 48.55800], [5.19000, 43.07900, 49.00700], [5.57000, 42.20700, 48.70500], [5.01100, 43.33300, 48.16200], [7.39700, 44.99900, 46.07400], [7.49400, 45.46400, 46.93200], [6.35400, 44.88900, 46.03800]], "forces_ev_per_a": [[0.172, -0.080, -0.075], [1.718, 0.011, 1.681], [0.304, 0.531, 0.144], [-1.975, -0.533, -1.802], [1.111, 1.873, 0.516], [0.503, 0.296, -0.300], [-1.691, -2.085, -0.083], [1.792, -3.252, 2.646], [-0.313, 0.911, 1.281], [-1.525, 2.375, -3.956], [-2.800, 0.203, 0.840], [0.017, -0.417, -0.731], [2.687, 0.167, -0.160]]}

***

Entry 3:
{"formula": "H8IO4", "method": "ωB97M-V/def2-TZVPD", "charge": -1, "orbital_gap_ev": 8.17, "e_above_lowest_ev": 0.498, "symbols": ["I", "O", "H", "H", "O", "H", "H", "O", "H", "H", "O", "H", "H"], "xyz": [[1.81906, 0.06578, 0.34275], [0.51585, -3.27264, 0.22134], [-0.06175, -3.30303, 1.00908], [1.05021, -2.48573, 0.21402], [-0.45427, 0.17833, 2.91116], [0.23815, 0.06099, 2.26170], [-1.12242, 0.70060, 2.40243], [0.32287, 2.09360, -2.11710], [0.85148, 1.56432, -1.49431], [0.76290, 2.89595, -2.43910], [-1.55493, 0.59411, -0.87970], [-1.61854, 0.73041, -1.81685], [-0.74861, 0.17730, -0.61542]], "forces_ev_per_a": [[0.313, -0.040, -0.154], [-1.016, -1.610, 0.211], [0.786, 0.586, -0.656], [0.186, 0.989, 0.424], [-1.677, 0.784, 0.045], [0.693, -0.106, -0.498], [0.819, -0.676, 0.628], [-0.478, 0.530, -0.901], [0.377, 0.506, -0.012], [0.275, -0.771, 0.614], [-2.093, 0.222, 0.928], [0.711, -0.009, -0.402], [1.103, -0.404, -0.225]]}

***

Entry 4:
{"formula": "H8N2O10Zn2", "method": "ωB97M-V/def2-TZVPD", "charge": 2, "orbital_gap_ev": 2.77, "symbols": ["Zn", "Zn", "N", "O", "O", "O", "N", "O", "O", "O", "O", "H", "H", "O", "H", "H", "O", "H", "H", "O", "H", "H"], "xyz": [[-2.25467, 1.16937, 1.99527], [1.27815, -3.48455, -2.61101], [-2.60535, -2.23124, -4.13020], [-3.29534, -2.22908, -3.09802], [-1.34184, -2.47123, -4.04822], [-3.13538, -2.08868, -5.20932], [1.10542, 0.45855, -0.52345], [0.03948, 0.77342, -0.00137], [2.06229, 1.26242, -0.41315], [1.18658, -0.72929, -0.95413], [-3.50089, -1.18944, 1.06903], [-3.40813, -1.47118, 0.15896], [-3.99594, -1.89297, 1.48881], [-0.89179, -0.56446, 3.72162], [-1.28774, -1.39581, 3.98300], [-0.10559, -0.49243, 4.26284], [5.53671, 0.89702, 1.46932], [4.75302, 1.11920, 0.96663], [5.95544, 0.19937, 0.96514], [1.17463, 5.11124, 0.47952], [1.88931, 4.53649, 0.75360], [0.84166, 4.71330, -0.32486]], "forces_ev_per_a": [[0.775, -1.776, -0.175], [-0.777, 0.616, -0.175], [-1.477, -0.680, 1.076], [1.527, 0.081, -0.716], [-0.628, 0.264, -0.579], [1.471, 0.027, 0.501], [2.628, -1.867, 0.663], [-1.861, 1.900, 0.866], [-1.906, -1.672, -0.941], [0.465, 1.604, -0.160], [0.573, 0.965, 0.361], [0.104, 0.068, -0.492], [-0.301, -0.158, 0.427], [-0.670, 0.651, -0.878], [-0.326, -0.327, 0.044], [0.442, 0.368, 0.207], [-0.102, 0.013, 0.228], [-0.162, 0.139, -0.156], [0.240, -0.150, -0.096], [-0.332, -0.031, 0.237], [0.328, -0.059, 0.078], [-0.012, 0.023, -0.321]]}

***

Entry 5:
{"formula": "H8NaO4", "method": "ωB97M-V/def2-TZVPD", "charge": 1, "orbital_gap_ev": 12.22, "e_above_lowest_ev": 0.235, "symbols": ["Na", "O", "H", "H", "O", "H", "H", "O", "H", "H", "O", "H", "H"], "xyz": [[-0.12002, -0.09377, 0.17199], [-1.81418, -1.70157, -0.94592], [-2.59157, -1.83035, -0.38645], [-1.97742, -2.25068, -1.72307], [2.34187, 0.36683, -0.77250], [3.03229, 0.63784, -0.15306], [2.45923, -0.58815, -0.87383], [0.97796, -0.16297, 2.25973], [1.54085, -0.64515, 2.87894], [1.05016, 0.76582, 2.52329], [-1.40289, 1.57460, -0.80968], [-1.55480, 1.65818, -1.76021], [-1.94148, 2.26937, -0.40924]], "forces_ev_per_a": [[0.044, -0.052, -0.283], [0.011, 0.078, 0.240], [0.078, -0.016, -0.146], [0.113, 0.076, 0.088], [-0.448, -0.370, 0.283], [-0.069, -0.027, -0.145], [0.314, 0.217, -0.117], [-0.018, 0.361, -0.072], [-0.151, -0.012, -0.104], [0.068, -0.238, 0.134], [-0.092, 0.119, 0.056], [0.050, -0.052, 0.139], [0.100, -0.085, -0.073]]}